{
  "formula": "C3H8N2O2",
  "method": "ωB97M-V/def2-TZVPD",
  "symbols": ["H", "N", "N", "C", "C", "O", "O", "C", "H", "H", "H", "H", "H", "H", "H"],
  "positions_angstrom": [[3.00294, -0.99529, 0.30613], [3.12147, 0.00010, 0.57991], [2.10086, 0.64067, 0.81935], [0.66503, -0.18298, 0.69063], [0.22218, 0.11991, -0.68959], [-0.13646, 1.42951, -0.95883], [-1.01839, -0.91616, -0.63285], [-2.24335, -0.33039, -0.24935], [0.88519, -1.23423, 0.88275], [0.04348, 0.26404, 1.46737], [0.88711, -0.25654, -1.46583], [0.24881, 2.00142, -0.27333], [-2.50845, 0.51555, -0.89876], [-2.22978, 0.01639, 0.79073], [-3.04065, -1.07199, -0.36833]],
  "mulliken_charge": [0.245, -0.380, -0.024, -0.717, 0.273, -0.473, -0.371, -0.588, 0.405, 0.283, 0.239, 0.372, 0.248, 0.240, 0.248],
  "molar_mass_g_mol": 104.1,
  "orbital_gap_ev": 9.68,
  "energy_ev": -10312.6360
}

---

{
  "formula": "C13H19Cl",
  "method": "ωB97M-V/def2-TZVPD",
  "symbols": ["C", "C", "C", "C", "C", "C", "C", "C", "C", "C", "C", "C", "C", "Cl", "H", "H", "H", "H", "H", "H", "H", "H", "H", "H", "H", "H", "H", "H", "H", "H", "H", "H", "H"],
  "positions_angstrom": [[4.10106, 0.33521, 0.67517], [3.35909, -0.81913, 0.85333], [3.49462, 1.50115, 0.25535], [1.98422, -0.82291, 0.61532], [2.11709, 1.53675, 0.01118], [1.43397, 0.36690, 0.20712], [1.19524, -2.08252, 0.80626], [1.46303, 2.80847, -0.43308], [-3.35258, -0.41882, 1.59071], [-0.71115, -0.37987, -2.03751], [-1.89982, -0.57496, 1.11195], [-1.72722, 0.47524, -1.27629], [-1.47740, 0.52268, 0.19353], [-1.57981, 2.09351, 0.90960], [5.16650, 0.31421, 0.86141], [3.83941, -1.73098, 1.17888], [4.07433, 2.40472, 0.11259], [1.81848, -2.95510, 0.61972], [0.82483, -2.14604, 1.83012], [0.34272, -2.10171, 0.13492], [0.62145, 2.59932, -1.08694], [1.09419, 3.35974, 0.43154], [2.17751, 3.44124, -0.95676], [-3.48909, 0.53946, 2.08412], [-3.59207, -1.20640, 2.30103], [-4.04345, -0.48084, 0.75407], [-0.82890, -1.43190, -1.79047], [-0.84453, -0.26048, -3.11225], [0.29859, -0.07087, -1.75309], [-1.79872, -1.52945, 0.59389], [-1.25345, -0.58600, 1.99360], [-2.72762, 0.05949, -1.45892], [-1.70550, 1.49091, -1.67801]],
  "mulliken_charge": [-0.808, -0.593, -0.522, 0.372, 0.369, 0.842, -1.275, -1.413, -1.362, -0.993, -0.496, -0.770, 0.762, -0.192, 0.367, 0.401, 0.398, 0.457, 0.267, 0.076, 0.240, 0.244, 0.429, 0.361, 0.417, 0.313, 0.261, 0.396, 0.234, 0.195, 0.311, 0.249, 0.462],
  "molar_mass_g_mol": 210.7,
  "orbital_gap_ev": [7.84, 9.03],
  "energy_ev": -26308.5353
}

---

{
  "formula": "C3H6N2O2",
  "method": "ωB97M-V/def2-TZVPD",
  "symbols": ["C", "C", "C", "N", "N", "O", "O", "H", "H", "H", "H", "H", "H"],
  "positions_angstrom": [[-1.26965, 0.94220, -0.54318], [-1.42452, -0.28967, 0.03434], [1.63051, -0.73481, 0.06507], [-0.22315, 1.30249, 0.38790], [-0.36545, -0.00587, 0.93376], [-1.97255, -1.46071, -0.06244], [2.25342, 0.35129, -0.37050], [-1.78841, 1.74323, -1.03564], [1.89254, -1.12613, 0.99849], [1.40033, -1.49966, -0.67238], [-0.45620, 2.14558, 0.91587], [-1.69714, -2.00406, 0.58544], [2.02027, 0.63612, -1.23672]],
  "mulliken_charge": [-0.661, 0.591, -0.127, -0.189, -0.565, -0.488, -0.388, 0.396, 0.283, 0.232, 0.247, 0.327, 0.343],
  "molar_mass_g_mol": 102.1,
  "orbital_gap_ev": [7.53, 7.54],
  "energy_ev": -10277.1692
}

---

{
  "formula": "HN2O4S",
  "method": "ωB97M-V/def2-TZVPD",
  "symbols": ["N", "N", "O", "O", "O", "O", "S", "H"],
  "positions_angstrom": [[-0.41368, -0.21627, -0.04616], [-0.20519, -0.62861, -1.28046], [-1.09428, -1.08701, -1.99810], [0.65132, -0.12300, 2.36948], [0.94128, -0.41705, -1.69893], [0.51190, 2.06662, 1.10023], [0.97479, 0.64514, 1.15295], [-1.36614, -0.23982, 0.40100]],
  "mulliken_charge": [-0.527, 1.198, -0.698, -0.559, -0.671, -0.557, 0.596, 0.218],
  "molar_mass_g_mol": 125.1,
  "charge": -1,
  "orbital_gap_ev": 9.11,
  "energy_ev": -22019.9288
}

---

{
  "formula": "C22H18BaN3Se3Te",
  "method": "ωB97M-V/def2-TZVPD",
  "symbols": ["Ba", "N", "C", "C", "C", "C", "C", "C", "C", "C", "N", "C", "H", "H", "H", "H", "H", "H", "H", "H", "Se", "Se", "Te", "Se", "N", "C", "C", "C", "C", "C", "C", "C", "C", "C", "C", "C", "C", "C", "H", "H", "H", "H", "H", "H", "H", "H", "H", "H"],
  "positions_angstrom": [[1.27478, -1.22923, 2.65681], [1.10885, 1.27971, -0.90326], [1.30114, 2.59871, -0.67894], [1.44897, 3.51065, -1.71767], [1.57975, 4.87898, -1.48465], [1.56931, 5.38338, -0.20932], [1.44357, 4.50053, 0.87961], [1.45049, 4.95112, 2.21784], [1.35209, 4.04940, 3.23662], [1.25840, 2.68292, 2.91985], [1.24345, 2.21877, 1.69325], [1.31904, 3.09771, 0.66502], [1.23083, 0.90149, -1.82414], [1.03248, 0.60597, -0.15183], [1.44443, 3.13919, -2.73628], [1.68480, 5.54660, -2.33101], [1.66321, 6.44541, -0.01810], [1.53919, 6.01424, 2.40954], [1.36154, 4.35026, 4.27525], [1.20819, 1.94937, 3.71731], [0.19353, -4.11571, 3.49054], [0.59658, -3.09762, 5.58929], [3.00085, -2.21189, 5.62085], [2.86992, 0.23278, 4.96258], [0.49267, -1.33460, 0.21941], [-0.40711, -1.82480, -0.50922], [-1.84751, -1.36486, -0.46545], [-2.14548, -0.05641, -0.08583], [-3.46043, 0.36930, 0.01387], [-4.50210, -0.51072, -0.24830], [-4.21853, -1.81605, -0.61886], [-2.90088, -2.23625, -0.73736], [-0.11486, -2.92914, -1.49864], [0.70143, -3.99324, -1.12548], [1.03270, -4.98468, -2.03525], [0.56776, -4.91988, -3.34228], [-0.24387, -3.86106, -3.72627], [-0.59239, -2.88291, -2.80725], [-1.32529, 0.61463, 0.13021], [-3.67656, 1.39152, 0.30108], [-5.53035, -0.18107, -0.16173], [-5.02506, -2.51257, -0.81399], [-2.68536, -3.25638, -1.03019], [1.06937, -4.02062, -0.10642], [1.65763, -5.81380, -1.72592], [0.83200, -5.69051, -4.05588], [-0.61067, -3.80094, -4.74425], [-1.24246, -2.06772, -3.10519]],
  "mulliken_charge": [1.497, -0.124, 0.541, -0.768, -0.592, -0.944, 1.043, -0.529, -0.807, -0.356, -0.174, 0.215, 0.154, 0.009, 0.336, 0.358, 0.336, 0.389, 0.378, 0.457, -0.642, -0.280, -0.054, -0.601, -1.001, -1.050, 0.901, -0.205, -0.715, -0.331, -0.775, -0.218, 0.650, -0.278, -0.697, -0.393, -0.698, -0.085, 0.494, 0.399, 0.370, 0.366, 0.455, 0.414, 0.380, 0.369, 0.367, 0.438],
  "molar_mass_g_mol": 826.2,
  "charge": -1,
  "orbital_gap_ev": 6.45,
  "energy_ev": -231607.7476
}

---

{
  "formula": "C6H9N2O2",
  "method": "ωB97M-V/def2-TZVPD",
  "symbols": ["C", "C", "O", "O", "H", "H", "H", "C", "C", "C", "C", "N", "N", "H", "H", "H", "H", "H", "H"],
  "positions_angstrom": [[-1.27439, -1.70785, 3.04789], [-1.86626, -0.56192, 2.19969], [-1.91181, 0.45039, 2.85312], [-2.42651, -0.70623, 1.04209], [-0.24044, -1.68800, 2.78721], [-1.74677, -2.72634, 3.10646], [-1.50590, -1.31653, 4.07363], [2.51879, 1.51489, -2.11124], [0.52175, 0.91002, -0.62319], [1.30110, 0.90782, -1.72026], [-0.43717, -0.44709, -2.18670], [-0.61701, 0.09348, -0.90525], [0.72794, 0.00559, -2.67840], [0.76694, 1.14276, 0.39047], [-1.44113, -0.13449, -0.28963], [3.27211, 0.95962, -2.62449], [3.15185, 1.80458, -1.19505], [-1.16270, -1.03804, -2.60423], [2.36962, 2.53733, -2.56210]],
  "mulliken_charge": [-0.733, 0.546, -0.630, -0.887, 0.160, 0.271, 0.236, -1.047, -0.623, 0.677, -0.214, 0.057, -0.714, 0.346, 0.312, 0.327, 0.259, 0.474, 0.182],
  "molar_mass_g_mol": 141.2,
  "charge": -1,
  "orbital_gap_ev": 8.14,
  "energy_ev": -13444.1453
}